# C3H3ClN2O2S2

A 2-piece molecular cluster, C3H3ClN2O2S2 overall (ωB97M-V with the def2-TZVPD basis set, the Open Molecules 2025 dataset).

Geometry as XYZ:
```
13
Properties=species:S:1:pos:R:3
C 0.096 1.576 -0.370
C -2.604 -0.997 -0.068
C 2.169 -0.211 0.028
N 0.508 2.444 -1.048
N -2.529 0.145 0.223
O -0.092 -0.258 1.509
O -0.245 -0.981 -0.881
S -2.250 1.616 0.338
S 0.335 -0.052 0.126
Cl -2.325 -2.522 0.151
H 2.304 -1.016 0.803
H 2.249 -0.620 -1.035
H 2.384 0.877 0.224
```

Values from the calculation:
HOMO energy, eV: -8.46
LUMO level, Ha: -0.0123
SMILES: CS(=O)(=O)C#N.[S-][N+]#CCl
HOMO-LUMO gap, Ha: 0.2986

***

# C43H37N6O5STi

C43H37N6O5STi as an isolated structure (ωB97M-V with the def2-TZVPD basis set, the Open Molecules 2025 dataset).

Geometry as XYZ:
```
93
Properties=species:S:1:pos:R:3
Ti -0.537 -0.796 -0.015
C -4.982 2.033 -0.657
C -3.619 1.797 -0.935
N -2.777 1.288 -0.077
C -3.223 0.985 1.169
C -4.565 1.207 1.558
C -5.449 1.731 0.587
C -4.976 0.943 2.885
C -4.052 0.507 3.788
C -2.713 0.280 3.412
C -2.276 0.468 2.119
N -0.966 0.251 1.692
C 0.062 0.678 2.574
C 0.508 -0.062 3.638
C 1.581 0.363 4.451
C 2.209 1.545 4.206
C 1.744 2.378 3.160
C 2.310 3.648 2.912
C 1.762 4.453 1.961
C 0.636 3.974 1.256
N 0.109 2.791 1.417
C 0.654 1.968 2.353
H -5.623 2.450 -1.422
H -3.229 2.031 -1.922
H -6.486 1.898 0.856
H -6.008 1.113 3.166
H -4.340 0.325 4.817
H -2.020 -0.054 4.171
H 0.066 -1.028 3.837
H 1.909 -0.278 5.259
H 3.043 1.876 4.813
H 3.158 3.971 3.505
H 2.150 5.441 1.756
H 0.147 4.627 0.539
C -2.387 -3.192 1.744
O -1.109 -2.649 1.420
C -0.068 -2.954 2.263
C -0.170 -3.767 3.377
C 0.964 -3.994 4.154
C 2.177 -3.429 3.797
C 2.274 -2.624 2.670
C 1.145 -2.360 1.909
N 1.128 -1.551 0.766
N 2.322 -1.503 0.136
C 2.321 -1.568 -1.208
C 1.197 -1.942 -1.982
O -0.012 -2.000 -1.452
C 1.357 -2.234 -3.358
C 2.553 -2.066 -3.987
C 3.693 -1.596 -3.268
C 4.923 -1.349 -3.914
C 6.005 -0.880 -3.216
C 5.896 -0.645 -1.834
C 4.713 -0.881 -1.181
C 3.586 -1.359 -1.881
H -2.347 -4.282 1.716
H -3.071 -2.821 0.992
H -2.699 -2.851 2.733
H -1.110 -4.225 3.647
H 0.890 -4.625 5.030
H 3.059 -3.616 4.397
H 3.213 -2.182 2.371
H 0.477 -2.559 -3.898
H 2.650 -2.270 -5.046
H 4.996 -1.536 -4.979
H 6.942 -0.692 -3.725
H 6.751 -0.275 -1.283
H 4.618 -0.699 -0.119
O -2.398 -1.428 -0.579
C -2.646 -1.174 -1.804
C -3.685 -1.939 -2.586
C -3.583 -1.296 -3.964
C -2.507 -0.227 -3.778
O -2.143 0.550 -4.636
N -2.013 -0.248 -2.485
H -4.662 -1.824 -2.114
H -3.431 -2.999 -2.565
H -4.505 -0.821 -4.299
H -3.268 -1.986 -4.746
O 0.424 0.611 -0.875
S 0.568 0.960 -2.383
C 2.150 1.831 -2.423
C 1.877 3.087 -3.239
C 0.561 3.647 -2.699
C -0.410 2.472 -2.572
H 2.905 1.164 -2.836
H 2.386 2.055 -1.380
H 1.779 2.837 -4.299
H 2.702 3.794 -3.145
H 0.148 4.421 -3.345
H 0.734 4.089 -1.719
H -1.019 2.303 -3.460
H -1.046 2.495 -1.685
```

Values from the calculation:
HOMO energy (alpha / beta), eV: -6.08 / -7.12
LUMO level (alpha / beta), Ha: 0.0005 / -0.0120
Expectation value of S²: 0.786
2S+1: 2
HOMO-LUMO gap (alpha / beta), Ha: 0.2240 / 0.2497

***

# C13H29BeCl3N2Na3O11PS

C13H29BeCl3N2Na3O11PS as an isolated structure (ωB97M-V with the def2-TZVPD basis set, the Open Molecules 2025 dataset).

Geometry as XYZ:
```
64
Properties=species:S:1:pos:R:3
C -0.024 3.231 3.727
C -1.026 3.584 2.658
N -0.939 3.139 1.469
C -2.131 4.530 3.034
C -3.592 3.999 2.973
S -3.782 2.244 2.846
H 0.347 4.145 4.194
H 0.843 2.730 3.298
H -0.486 2.625 4.509
H -0.136 2.518 1.396
H -1.948 4.959 4.040
H -2.076 5.358 2.294
H -4.041 4.261 3.935
H -3.268 1.683 3.989
Na -0.967 6.817 3.424
Cl -0.518 -0.807 -2.580
C -0.981 0.750 -1.855
C 0.219 1.492 -1.305
Cl 0.931 0.694 0.108
H -1.713 0.563 -1.072
H -1.448 1.338 -2.639
H -0.082 2.508 -0.993
H 1.010 1.572 -2.040
Na -2.107 1.966 -4.404
C -4.814 0.266 -1.609
O -4.621 -0.127 -2.889
H -4.005 0.009 -0.875
H -4.970 1.360 -1.440
H -5.717 -0.174 -1.122
Be 2.082 6.674 3.488
N -8.139 -1.864 -1.912
O -9.413 -1.602 -2.413
O -7.636 -2.824 -2.429
O -7.682 -1.150 -1.079
Cl -10.503 -0.904 -1.127
Na 0.661 2.668 -3.265
C 1.462 -2.667 -0.712
O 1.704 -4.054 -0.888
C 1.763 -4.475 -2.234
C 2.945 -5.381 -2.504
O 4.224 -4.775 -2.406
C 4.706 -4.361 -1.141
C 5.014 -5.470 -0.157
O 3.848 -6.119 0.315
C 3.916 -7.522 0.340
H 0.395 -2.453 -0.741
H 1.847 -2.389 0.269
H 1.979 -2.069 -1.468
H 1.802 -3.615 -2.912
H 0.850 -5.044 -2.458
H 2.866 -5.697 -3.548
H 2.888 -6.290 -1.900
H 4.054 -3.611 -0.690
H 5.656 -3.862 -1.354
H 5.526 -5.021 0.705
H 5.696 -6.189 -0.625
H 4.451 -7.918 -0.530
H 2.894 -7.902 0.316
H 4.402 -7.882 1.255
O 3.581 10.820 1.887
P 3.537 9.296 1.799
O 2.895 8.648 3.022
O 4.973 8.809 1.542
O 2.802 8.960 0.485
```

Values from the calculation:
HOMO energy, eV: -0.93
LUMO level, Ha: 0.0213
Charge: -2
HOMO-LUMO gap, Ha: 0.0553